Formula: C2HClI2NOP
Source: the OMol25 dataset
Level of theory: ωB97M-V with the def2-TZVPD basis set

Computed properties:
HOMO-LUMO gap (alpha / beta), Ha: 0.24437 / 0.25898
Calculated total energy, eV: -43638.6965
ΔE to the lowest compared entry with this formula, charge and spin, kcal/mol: 46.3
E_HOMO (alpha / beta), eV: -9.71 / -9.33

Each line ends with the Löwdin charge.
CARTESIAN COORDINATES (ANGSTROEM)
C 1.666 0.839 0.479  -0.3702
C 1.419 -0.359 -0.161  -0.6469
N 1.993 1.818 0.955  0.1873
O -1.891 -0.127 1.482  -0.5439
P -1.489 0.048 0.081  -0.1830
Cl 1.530 -1.937 0.448  0.6810
I -2.689 1.832 -0.977  0.4326
I -2.166 -1.973 -1.123  0.3741
H 1.627 -0.141 -1.184  0.0690